Below is a cluster of 3 separate species, C16H19O9P in total in a non-equilibrium geometry, with properties calculated with ωB97M-V/def2-TZVPD.

Each line ends with the Löwdin charge.
Geometry (Å):
1 O -3.796487 2.621827 -3.562547  0.10
2 C -3.615485 1.472643 -3.213212  -0.38
3 C -3.546758 1.107685 -1.781283  0.02
4 C -3.344868 -0.152295 -1.399424  0.03
5 C -3.183174 -1.238410 -2.390020  -0.38
6 O -3.000734 -2.388641 -2.041714  0.08
7 C -3.252227 -0.873761 -3.823244  0.02
8 C -3.453808 0.386007 -4.205749  0.02
9 H -3.667408 1.910408 -1.074228  0.09
10 H -3.290310 -0.437805 -0.356564  0.13
11 H -3.130956 -1.681670 -4.533844  0.12
12 H -3.507744 0.672350 -5.248537  0.12
13 O -2.385922 2.617162 0.411331  0.08
14 C -2.215011 3.787539 0.695417  -0.37
15 C -2.552595 4.308673 2.038160  0.02
16 C -2.367065 5.590986 2.347139  0.02
17 C -1.814435 6.546635 1.360748  -0.39
18 O -1.644093 7.713468 1.643398  0.11
19 C -1.477225 6.024300 0.017555  0.03
20 C -1.662843 4.741820 -0.290951  0.03
21 H -2.954767 3.595324 2.746314  0.12
22 H -2.608346 5.991307 3.323524  0.12
23 H -1.075351 6.737184 -0.690972  0.12
24 H -1.422084 4.341131 -1.267621  0.12
25 C -0.297522 -3.490333 -0.997689  -0.11
26 O 0.789944 -2.933378 -0.250125  -0.21
27 C 1.401084 -3.967289 0.521878  -0.19
28 C 2.284409 -3.261673 1.585208  -0.18
29 O 3.685751 -3.417450 1.328632  -0.18
30 C 4.392638 -2.729293 2.351330  -0.25
31 P 6.117373 -2.230851 1.869065  0.59
32 O 6.576635 -1.187273 2.874479  -0.34
33 O 6.205934 -1.572611 0.340366  -0.14
34 O 7.204627 -3.497074 1.994180  -0.15
35 H 0.066722 -4.441223 -1.450312  0.09
36 H -0.590277 -2.800750 -1.808125  0.07
37 H -1.176575 -3.646046 -0.331915  0.10
38 H 0.605682 -4.527582 1.060976  0.12
39 H 1.954383 -4.670052 -0.137617  0.13
40 H 2.007191 -2.178430 1.574428  0.13
41 H 2.038875 -3.630057 2.611899  0.13
42 H 4.441090 -3.283669 3.315682  0.12
43 H 3.857458 -1.768796 2.559097  0.11
44 H 5.371228 -1.137338 0.130961  0.07
45 H 8.033048 -3.022702 2.153927  0.07

Cartesian forces, eV/Å:
O 0.03 -0.07 0.01
C -0.03 0.16 -0.02
C -0.15 -0.26 -0.04
C -0.03 0.18 0.02
C 0.01 -0.17 0.14
O -0.09 0.11 -0.09
C -0.02 0.15 -0.19
C 0.04 -0.22 -0.11
H -0.03 0.00 -0.04
H 0.01 -0.01 -0.01
H 0.00 -0.03 0.04
H 0.00 0.04 0.01
O 0.15 0.24 0.26
C 0.00 -0.14 -0.02
C -0.03 0.15 0.16
C -0.09 -0.24 0.08
C 0.04 0.26 0.04
O -0.02 -0.08 -0.01
C 0.02 -0.20 -0.17
C 0.09 0.18 -0.09
H 0.01 -0.03 -0.03
H 0.02 0.04 -0.02
H -0.01 0.03 0.03
H -0.03 -0.03 0.01
C 0.27 -0.04 -0.11
O -0.22 -0.58 -0.17
C -0.03 0.65 0.63
C -0.50 -0.18 -0.06
O -0.32 0.25 0.57
C 0.08 0.01 -0.71
P 2.39 2.43 2.10
O -1.06 -1.73 -1.64
O -0.38 -1.84 1.61
O -2.10 1.37 -1.21
H -0.61 0.42 0.17
H 0.28 -0.26 0.53
H 0.51 -0.13 -0.49
H 0.39 0.12 -0.32
H -0.07 0.37 0.48
H 0.24 -0.65 -0.10
H 0.27 0.03 -0.65
H 0.13 0.17 -0.58
H 0.74 -0.38 -0.05
H -0.07 0.05 -0.13
H 0.16 -0.11 0.18

Relative energy (zero: lowest compared OMol25 entry of this formula, charge and spin) = 0.00 kJ/mol
Structure (SMILES) = O=C1C=CC(=O)C=C1.O=C1C=CC(=O)C=C1.COCCOCP(=O)(O)O
E_LUMO = -1.8 eV
Gap between HOMO and LUMO = 8.19 eV